Record 1
{
  "formula": "C5H11NO2",
  "method": "the ωB97M-V functional and the def2-TZVPD basis",
  "homo_lumo_gap_ev": 9.5,
  "smiles": "C/C=C(\\C)O[C@@H](N)O",
  "multiplicity": 1,
  "e_homo_ev": -8.73,
  "e_above_lowest_kcal_mol": 37.5,
  "total_charge": 0,
  "lumo_ev": 0.799,
  "symbols": ["C", "C", "C", "C", "O", "C", "N", "O", "H", "H", "H", "H", "H", "H", "H", "H", "H", "H", "H"],
  "xyz": [[2.188164, 1.252524, 0.740584], [0.990897, 1.054334, -0.133974], [0.452189, -0.136367, -0.382630], [0.979486, -1.422638, 0.194909], [-0.605202, -0.280332, -1.271039], [-1.913861, 0.126270, -0.868557], [-2.627930, -0.928197, -0.205420], [-1.935893, 1.274285, -0.116502], [3.084657, 0.874977, 0.247030], [2.334856, 2.307863, 0.952454], [2.082839, 0.717818, 1.684094], [0.564500, 1.929014, -0.601063], [0.806868, -1.465723, 1.271885], [2.051194, -1.502014, 0.025184], [0.486829, -2.268486, -0.277929], [-2.429630, 0.355419, -1.809592], [-2.787624, -1.710181, -0.827355], [-2.118027, -1.262710, 0.605368], [-1.604312, 1.084143, 0.772551]],
  "forces_ev_per_a": [[-0.07, -0.12, 0.01], [-0.14, -0.07, -0.11], [-0.10, 0.07, -0.02], [-0.14, 0.14, -0.14], [0.44, 0.26, -0.06], [-0.59, -0.37, -0.36], [-0.20, -0.07, 0.15], [0.17, 0.37, 0.27], [0.15, 0.02, 0.04], [0.07, 0.03, 0.07], [0.09, 0.01, 0.11], [-0.10, 0.00, -0.14], [0.03, -0.08, 0.06], [0.11, -0.07, 0.05], [0.01, -0.04, 0.01], [0.18, -0.09, 0.23], [0.12, 0.01, 0.01], [0.01, -0.05, -0.01], [-0.02, 0.06, -0.16]],
  "lowdin_charge": [-0.095, -0.102, -0.356, -0.025, -0.034, -0.506, 0.094, 0.025, 0.079, 0.069, 0.073, 0.112, 0.083, 0.080, 0.080, 0.160, 0.082, 0.079, 0.104]
}

Record 2
{
  "formula": "C5H11NO2S",
  "method": "the ωB97M-V functional and the def2-TZVPD basis",
  "homo_lumo_gap_ev": [7.7, 7.1],
  "multiplicity": 1,
  "e_homo_ev": [-7.67, -7.36],
  "e_above_lowest_kcal_mol": 81.1,
  "total_charge": 0,
  "lumo_ev": [0.066, -0.274],
  "symbols": ["C", "C", "C", "C", "C", "N", "O", "O", "S", "H", "H", "H", "H", "H", "H", "H", "H", "H", "H", "H"],
  "xyz": [[-1.772910, 0.245811, 0.201902], [0.397770, 1.416086, -1.222908], [1.772190, 0.520709, 0.720762], [-1.133921, -0.588088, 1.145325], [0.910386, 0.214970, -0.376194], [-1.013799, -1.925668, 1.045227], [-2.088712, -0.496806, -0.973809], [-2.130545, 1.431087, 0.227563], [1.159757, -1.244570, -1.264826], [1.280319, 1.997947, -1.565508], [-0.256651, 2.098918, -0.695583], [-0.044430, 0.981508, -2.089724], [1.941325, -0.390092, 1.408738], [2.621048, 1.226142, 0.502790], [1.070400, 1.233618, 1.343044], [-1.033990, -0.172987, 2.125965], [-0.133447, -2.227741, 1.410013], [-1.274041, -2.304866, 0.121802], [-1.753330, 0.088508, -1.779683], [1.482590, -2.104488, -0.284901]],
  "forces_ev_per_a": [[-1.71, 0.70, -2.28], [2.11, -1.12, 0.59], [-0.89, 1.68, 3.97], [-0.10, 1.37, 0.07], [-1.56, 0.63, -1.57], [-0.58, -0.65, -1.14], [1.52, 1.77, -1.75], [0.98, -1.49, 0.87], [-0.18, -0.18, -0.69], [-0.37, -0.27, 0.10], [-0.26, -0.18, 0.22], [-0.61, 0.17, -0.85], [0.44, 1.57, -1.13], [-0.18, -1.27, 0.07], [1.44, -1.12, -0.57], [0.56, 0.31, 0.42], [0.26, -0.78, 0.25], [0.47, 0.29, 0.71], [-1.44, -1.70, 2.55], [0.09, 0.27, 0.18]],
  "lowdin_charge": [-0.555, -0.111, -0.179, -0.145, -0.770, 0.077, -0.037, 0.026, 0.840, 0.097, 0.072, 0.039, 0.099, 0.098, 0.119, 0.127, 0.076, 0.103, 0.147, -0.124]
}

Record 3
{
  "formula": "C5H11NO2S",
  "method": "the ωB97M-V functional and the def2-TZVPD basis",
  "homo_lumo_gap_ev": 10.0,
  "multiplicity": 1,
  "e_homo_ev": -9.07,
  "e_above_lowest_kcal_mol": 60.2,
  "total_charge": 0,
  "lumo_ev": 0.929,
  "symbols": ["C", "C", "C", "C", "C", "N", "O", "O", "S", "H", "H", "H", "H", "H", "H", "H", "H", "H", "H", "H"],
  "xyz": [[-0.193746, 0.609231, -0.909723], [-0.529040, -1.576445, 2.729662], [0.701190, 2.852218, -1.933589], [-0.265098, -2.641647, 1.580232], [1.025566, 1.543096, -1.174005], [-1.414988, 0.713512, -1.266685], [0.052228, -2.609193, -1.032083], [0.115664, -0.386714, -0.013566], [-0.751851, -1.840439, -0.054674], [-1.436202, -1.812939, 3.229636], [-0.612292, -0.523381, 2.347471], [0.196471, -1.610817, 3.492204], [0.062053, 2.827868, -2.854193], [1.589254, 3.275981, -2.218544], [0.324413, 3.499493, -1.233927], [-0.992756, -3.416976, 1.834457], [0.718739, -3.004072, 1.376234], [1.575875, 1.770657, -0.239707], [1.601748, 0.934623, -1.816882], [-1.767228, 1.395943, -1.842316]],
  "forces_ev_per_a": [[-1.98, 1.67, 0.26], [0.25, 0.41, -1.84], [-1.25, -2.43, -0.59], [-1.44, 2.82, 0.59], [-1.77, -0.21, -0.25], [2.09, -2.73, 2.04], [-0.83, 0.14, 0.47], [0.85, -0.26, 0.74], [0.53, -1.19, -0.94], [-0.99, -0.18, 0.20], [0.24, -1.03, 0.32], [1.22, 0.04, 0.72], [0.37, -0.48, 1.02], [2.40, 0.95, -0.88], [-1.48, 1.82, 1.47], [0.27, -0.26, -0.97], [0.70, -0.15, 0.29], [-0.37, -0.36, -0.52], [1.26, -0.73, -0.48], [-0.09, 2.16, -1.67]],
  "lowdin_charge": [-0.446, -0.124, -0.087, -0.295, -0.129, 0.163, -0.483, -0.305, 0.968, 0.049, 0.075, 0.047, 0.100, 0.036, 0.041, 0.082, 0.068, 0.128, 0.095, 0.017]
}

Record 4
{
  "formula": "C5H11NOS",
  "method": "the ωB97M-V functional and the def2-TZVPD basis",
  "homo_lumo_gap_ev": 5.1,
  "multiplicity": 1,
  "e_homo_ev": -7.92,
  "e_above_lowest_kcal_mol": 126.1,
  "total_charge": 0,
  "lumo_ev": -2.808,
  "symbols": ["C", "C", "C", "S", "C", "N", "C", "O", "H", "H", "H", "H", "H", "H", "H", "H", "H", "H", "H"],
  "xyz": [[0.869495, 0.860233, -0.991532], [-0.198339, 0.347978, -1.731234], [-1.102481, -0.666183, -0.883898], [-2.100551, 0.310949, 0.178299], [1.953050, -0.042327, -0.627772], [2.597845, 0.209105, 0.578168], [1.753001, 0.410211, 1.776983], [2.242471, -1.003595, -1.312334], [-5.727709, -0.857218, 1.554951], [0.857718, 1.885320, -0.653131], [0.206450, -0.269988, -2.545425], [-0.765866, 1.122704, -2.240098], [-0.413813, -1.232774, -0.279083], [-1.682118, -1.334037, -1.518596], [-6.350705, -0.493490, 1.715721], [3.242365, -0.559070, 0.719512], [2.242023, 1.092525, 2.459880], [1.623060, -0.526572, 2.300815], [0.754107, 0.746236, 1.498776]],
  "forces_ev_per_a": [[-0.24, 0.37, 0.02], [0.57, 1.09, -1.93], [-1.20, -0.25, 1.40], [0.07, -0.09, -0.32], [0.44, -0.32, 1.13], [-0.53, -0.39, -0.11], [0.29, 0.15, -0.30], [0.10, -0.11, -0.53], [0.09, -0.03, -0.03], [0.17, 0.04, 0.17], [0.04, -0.52, 0.31], [-0.46, -0.08, 0.46], [0.43, -0.34, -0.28], [0.17, 0.12, -0.24], [-0.08, 0.04, 0.03], [0.23, 0.16, 0.01], [-0.09, 0.32, 0.06], [-0.08, -0.38, 0.10], [0.10, 0.23, 0.05]],
  "lowdin_charge": [0.019, -0.255, -0.660, 0.505, -0.512, 0.020, -0.064, 0.093, 0.002, 0.133, 0.151, 0.112, 0.044, 0.061, 0.006, 0.128, 0.077, 0.083, 0.056]
}

Number 1: electronic energy -402.318334 Eh. Number 2: electronic energy -800.428459 Eh. Number 3: electronic energy -800.461754 Eh. Number 4: electronic energy -725.123897 Eh.